[1]
DFT (ωB97M-V with the def2-TZVPD basis set) results for 11 unconnected molecules or ions with the total composition C46H112F12N7O26S4 in a non-equilibrium geometry.

Output
Net charge = +3
HOMO level = -14.107 eV
Maximum force = 4.57 eV Å⁻¹
Frontier orbital gap = 9.9095 eV
LUMO = -4.2 eV
E_tot = -189105.79587 eV

Last column: Löwdin charge in e.
Atoms and positions in Å:
1 C 12.414 -8.405 -2.745  -0.061
2 O 11.020 -8.223 -2.978  -0.177
3 C 10.592 -9.090 -3.972  -0.236
4 C 9.291 -8.520 -4.538  -0.081
5 N 8.279 -8.196 -3.462  0.042
6 H 8.149 -9.023 -2.879  0.187
7 H 8.682 -7.539 -2.781  0.178
8 C 6.981 -7.763 -4.014  -0.080
9 C 6.006 -7.636 -2.834  -0.185
10 O 6.771 -7.253 -1.725  -0.205
11 C 6.087 -6.512 -0.775  -0.096
12 H 12.719 -9.403 -2.974  0.086
13 H 12.670 -8.054 -1.748  0.104
14 H 12.994 -7.830 -3.424  0.084
15 H 10.534 -10.141 -3.604  0.148
16 H 11.216 -9.043 -4.937  0.163
17 H 8.775 -9.155 -5.231  0.130
18 H 9.531 -7.606 -5.021  0.131
19 H 6.655 -8.625 -4.669  0.163
20 H 7.066 -6.814 -4.471  0.130
21 H 5.581 -8.604 -2.644  0.131
22 H 5.308 -6.869 -3.100  0.128
23 H 5.239 -7.036 -0.304  0.102
24 H 5.617 -5.679 -1.251  0.075
25 H 6.830 -6.289 0.059  0.123
26 C -5.438 6.844 3.045  -0.082
27 O -4.428 7.570 2.349  -0.203
28 C -3.834 6.697 1.370  -0.183
29 C -2.619 7.409 0.723  -0.087
30 N -1.750 7.974 1.787  0.042
31 H -2.362 8.199 2.579  0.178
32 H -1.214 7.119 2.032  0.109
33 C -0.840 9.028 1.388  -0.098
34 C 0.069 9.368 2.539  -0.253
35 O -0.634 9.950 3.574  -0.173
36 C 0.279 10.469 4.523  -0.084
37 H -5.020 5.820 3.253  0.092
38 H -6.341 6.666 2.444  0.100
39 H -5.568 7.270 4.039  0.098
40 H -4.557 6.506 0.600  0.122
41 H -3.556 5.816 1.972  0.124
42 H -3.085 8.273 0.164  0.159
43 H -2.027 6.712 0.121  0.101
44 H -1.398 9.901 1.124  0.141
45 H -0.277 8.645 0.521  0.146
46 H 0.796 10.066 2.230  0.119
47 H 0.642 8.456 2.864  0.137
48 H 0.780 11.357 4.094  0.096
49 H 1.110 9.734 4.628  0.096
50 H -0.256 10.777 5.480  0.122
51 C -4.362 5.818 -5.044  -0.012
52 O -3.851 4.472 -5.402  -0.209
53 C -4.632 3.671 -6.182  -0.241
54 C -3.609 2.657 -6.737  -0.069
55 N -2.902 2.083 -5.540  0.051
56 H -3.524 2.256 -4.771  0.110
57 H -2.865 1.051 -5.688  0.148
58 C -1.475 2.446 -5.249  -0.088
59 C -0.565 1.773 -6.284  -0.196
60 O -0.478 0.360 -6.064  -0.205
61 C -0.032 -0.496 -7.146  -0.075
62 H -5.306 6.020 -5.575  0.099
63 H -3.607 6.553 -5.359  0.100
64 H -4.553 5.922 -3.993  0.057
65 H -5.122 4.148 -7.023  0.131
66 H -5.408 3.158 -5.536  0.142
67 H -2.939 3.194 -7.395  0.128
68 H -4.095 1.809 -7.298  0.158
69 H -1.107 2.141 -4.239  0.143
70 H -1.376 3.518 -5.395  0.132
71 H 0.394 2.213 -6.002  0.131
72 H -0.933 2.042 -7.282  0.126
73 H -0.219 -1.562 -6.804  0.106
74 H 1.095 -0.528 -7.319  0.103
75 H -0.526 -0.235 -8.067  0.075
76 C 3.641 0.974 1.665  -0.018
77 O 2.289 0.777 2.112  -0.224
78 C 2.164 0.163 3.340  -0.215
79 C 1.896 1.155 4.445  -0.107
80 N 0.992 2.179 3.907  0.043
81 H 1.257 2.486 2.932  0.131
82 H 0.018 1.808 3.826  0.114
83 C 0.914 3.416 4.813  -0.042
84 C -0.092 3.077 5.917  -0.184
85 O 0.302 1.890 6.576  -0.215
86 C -0.764 1.433 7.304  -0.144
87 H 3.534 1.258 0.646  0.066
88 H 4.280 0.080 1.787  0.104
89 H 4.030 1.834 2.180  0.089
90 H 3.032 -0.394 3.587  0.102
91 H 1.282 -0.570 3.250  0.162
92 H 2.790 1.622 4.784  0.123
93 H 1.422 0.806 5.398  0.144
94 H 0.531 4.150 4.123  0.095
95 H 1.924 3.531 5.112  0.122
96 H -1.137 2.849 5.415  0.155
97 H -0.135 3.916 6.627  0.138
98 H -0.465 0.428 7.765  0.110
99 H -1.645 1.062 6.749  0.087
100 H -1.035 2.074 8.204  0.118
101 C 0.875 -3.632 6.467  -0.052
102 O 2.313 -3.633 6.232  -0.188
103 C 2.749 -4.669 5.403  -0.218
104 C 4.257 -4.938 5.580  -0.134
105 N 5.040 -3.763 5.364  0.034
106 H 4.943 -3.520 4.368  0.066
107 H 4.666 -2.925 5.867  0.205
108 C 6.567 -3.934 5.359  -0.070
109 C 7.268 -3.817 6.672  -0.234
110 O 6.729 -4.557 7.770  -0.167
111 C 7.891 -5.134 8.388  -0.099
112 H 0.545 -2.734 7.056  0.100
113 H 0.634 -4.358 7.211  0.077
114 H 0.354 -3.741 5.523  0.091
115 H 2.624 -4.437 4.324  0.126
116 H 2.234 -5.601 5.584  0.128
117 H 4.547 -5.729 4.839  0.154
118 H 4.562 -5.380 6.580  0.153
119 H 6.922 -3.167 4.719  0.125
120 H 6.735 -4.925 4.866  0.159
121 H 7.496 -2.718 6.949  0.166
122 H 8.184 -4.258 6.399  0.094
123 H 7.603 -5.717 9.293  0.104
124 H 8.560 -4.346 8.782  0.101
125 H 8.415 -5.833 7.734  0.092
126 C -8.200 0.335 -6.171  -0.108
127 O -8.982 -0.477 -5.304  -0.169
128 C -8.773 0.085 -3.973  -0.163
129 C -9.251 -0.823 -2.795  -0.088
130 N -8.301 -1.923 -2.461  0.084
131 H -7.345 -1.566 -2.603  0.109
132 H -8.352 -2.339 -1.499  0.193
133 C -8.410 -3.218 -3.316  -0.073
134 C -7.490 -4.345 -3.016  -0.209
135 O -7.517 -4.675 -1.625  -0.186
136 C -8.116 -5.943 -1.223  -0.054
137 H -8.275 -0.098 -7.141  0.092
138 H -7.193 0.408 -5.885  0.030
139 H -8.638 1.309 -6.254  0.090
140 H -9.423 0.960 -3.815  0.134
141 H -7.654 0.265 -3.872  0.116
142 H -10.259 -1.173 -2.964  0.134
143 H -9.314 -0.145 -1.938  0.135
144 H -8.252 -2.930 -4.336  0.124
145 H -9.377 -3.654 -3.114  0.138
146 H -6.462 -4.132 -3.398  0.130
147 H -7.778 -5.147 -3.610  0.113
148 H -7.591 -6.774 -1.743  0.100
149 H -9.176 -6.102 -1.404  0.088
150 H -7.856 -6.013 -0.188  0.083
151 C 2.722 0.741 -2.244  -0.071
152 O 1.824 0.922 -1.165  -0.186
153 C 0.744 -0.014 -0.979  -0.169
154 C -0.140 0.368 0.149  -0.081
155 N -1.048 1.486 -0.251  0.062
156 H -1.330 1.957 0.666  0.136
157 H -0.576 2.194 -0.767  0.156
158 C -2.279 1.043 -0.843  -0.137
159 C -3.231 2.175 -1.147  -0.158
160 O -2.746 3.001 -2.245  -0.181
161 C -3.288 4.329 -2.044  -0.079
162 H 2.291 1.030 -3.172  0.072
163 H 3.084 -0.266 -2.304  0.089
164 H 3.513 1.393 -1.965  0.084
165 H 1.151 -0.930 -0.692  0.107
166 H 0.172 -0.098 -1.872  0.122
167 H 0.437 0.738 0.982  0.110
168 H -0.710 -0.556 0.350  0.156
169 H -2.740 0.315 -0.154  0.139
170 H -2.076 0.506 -1.779  0.120
171 H -3.317 2.868 -0.248  0.137
172 H -4.162 1.712 -1.310  0.113
173 H -2.995 4.754 -1.101  0.058
174 H -4.392 4.349 -2.028  0.106
175 H -2.885 4.874 -2.866  0.071
176 C -4.126 1.245 4.000  -0.697
177 F -4.284 2.465 4.476  0.151
178 F -4.190 0.353 5.018  0.124
179 F -5.134 1.088 3.167  0.139
180 S -2.643 0.946 3.011  0.477
181 O -1.570 0.911 3.981  -0.316
182 O -2.951 -0.267 2.294  -0.276
183 O -2.584 2.147 2.211  -0.314
184 C -4.809 -1.908 -5.208  -0.666
185 F -6.036 -1.767 -5.813  0.093
186 F -4.619 -3.022 -4.574  0.184
187 F -3.936 -1.713 -6.152  0.170
188 S -4.718 -0.453 -3.986  0.472
189 O -5.602 -0.768 -2.846  -0.335
190 O -3.338 -0.395 -3.684  -0.285
191 O -5.220 0.699 -4.680  -0.321
192 C 3.268 -3.922 0.705  -0.577
193 F 2.395 -2.885 0.824  0.084
194 F 2.691 -5.103 1.155  0.078
195 F 3.465 -4.032 -0.621  0.113
196 S 4.817 -3.514 1.683  0.474
197 O 5.427 -4.816 1.868  -0.325
198 O 5.518 -2.700 0.709  -0.304
199 O 4.446 -2.872 2.928  -0.328
200 C 1.836 5.872 1.266  -0.637
201 F 2.777 5.089 0.773  0.156
202 F 2.181 6.024 2.556  0.108
203 F 1.700 7.098 0.731  0.136
204 S 0.213 4.904 1.268  0.542
205 O -0.536 5.475 2.425  -0.333
206 O -0.332 5.192 -0.030  -0.308
207 O 0.637 3.507 1.400  -0.310



[2]
DFT (ωB97M-V with the def2-TZVPD basis set) results for 12 unconnected molecules or ions with the total composition C46H124N8O15 in a non-equilibrium geometry.

Output
Net charge = 0
HOMO level = -8.506 eV
Maximum force = 4.07 eV Å⁻¹
Frontier orbital gap = 8.6743 eV
LUMO = 0.2 eV
SMILES = COC[C@H](C)N.COC[C@H](C)N.COC[C@H](C)N.COC[C@H](C)N.COC[C@H](C)N.COCCNCCOC.COCCNCCOC.COCCNCCOC.CCO.CCO.CCO.CCO
E_tot = -92330.31739 eV

Last column: Löwdin charge in e.
Atoms and positions in Å:
1 C 9.017 6.130 -0.688  -0.157
2 O 8.879 6.582 0.617  -0.163
3 C 7.595 7.231 0.641  -0.218
4 C 7.262 7.950 1.984  -0.215
5 N 8.085 9.154 2.110  -0.037
6 C 7.473 9.942 3.231  -0.202
7 C 7.917 9.415 4.567  -0.210
8 O 9.414 9.469 4.691  -0.191
9 C 9.775 8.951 5.976  -0.118
10 H 9.836 5.411 -0.727  0.089
11 H 9.124 6.926 -1.425  0.090
12 H 8.140 5.544 -0.964  0.080
13 H 6.866 6.425 0.728  0.108
14 H 7.306 7.832 -0.221  0.123
15 H 7.359 7.284 2.841  0.109
16 H 6.187 8.127 1.953  0.115
17 H 9.037 8.975 2.395  0.098
18 H 6.386 9.864 3.239  0.116
19 H 7.867 10.958 3.193  0.115
20 H 7.489 8.433 4.766  0.107
21 H 7.414 10.019 5.321  0.116
22 H 10.851 8.944 6.153  0.085
23 H 9.343 7.951 6.006  0.081
24 H 9.359 9.533 6.798  0.079
25 C -2.646 -0.810 1.181  -0.164
26 O -1.393 -0.818 0.665  -0.233
27 C -0.264 -1.565 1.275  -0.098
28 C 0.876 -1.390 0.187  -0.241
29 N 1.419 -0.102 0.212  -0.076
30 C 2.194 0.100 -0.969  -0.221
31 C 3.120 1.384 -0.991  -0.150
32 O 2.305 2.547 -1.311  -0.219
33 C 1.891 2.639 -2.683  -0.097
34 H -3.185 0.088 0.879  0.086
35 H -2.534 -0.987 2.251  0.086
36 H -3.330 -1.578 0.819  0.077
37 H -0.473 -2.616 1.477  0.112
38 H -0.206 -1.046 2.231  0.118
39 H 0.754 -1.834 -0.801  0.118
40 H 1.704 -1.989 0.565  0.110
41 H 0.631 0.529 0.194  0.115
42 H 1.547 0.071 -1.845  0.104
43 H 2.837 -0.759 -1.162  0.115
44 H 3.836 1.220 -1.796  0.102
45 H 3.686 1.475 -0.064  0.117
46 H 1.410 3.589 -2.916  0.084
47 H 1.135 1.875 -2.865  0.070
48 H 2.759 2.474 -3.321  0.084
49 C 3.203 2.632 -9.317  -0.068
50 O 2.124 2.242 -10.206  -0.198
51 C 1.270 1.112 -9.891  -0.189
52 C 1.856 -0.325 -10.193  -0.179
53 N 2.747 -0.697 -9.131  -0.068
54 C 2.027 -1.130 -7.938  -0.215
55 C 3.079 -1.289 -6.876  -0.217
56 O 3.777 -0.105 -6.398  -0.177
57 C 5.094 -0.016 -6.933  -0.123
58 H 3.655 1.827 -8.738  0.049
59 H 2.784 3.325 -8.587  0.084
60 H 3.930 3.141 -9.951  0.089
61 H 0.374 1.260 -10.494  0.108
62 H 0.813 1.220 -8.907  0.103
63 H 2.464 -0.138 -11.077  0.113
64 H 1.099 -1.071 -10.437  0.119
65 H 3.438 -0.016 -8.849  0.053
66 H 1.494 -2.071 -8.076  0.127
67 H 1.313 -0.400 -7.556  0.108
68 H 3.705 -2.141 -7.142  0.122
69 H 2.557 -1.600 -5.972  0.116
70 H 5.686 0.815 -6.550  0.085
71 H 5.156 0.270 -7.983  0.068
72 H 5.599 -0.943 -6.664  0.091
73 C -5.435 -1.163 -4.091  -0.072
74 C -4.177 -0.280 -4.355  -0.419
75 C -4.582 1.078 -3.752  -0.239
76 O -3.573 2.063 -3.936  -0.167
77 C -4.083 3.296 -3.410  -0.121
78 N -2.944 -0.802 -3.751  0.051
79 H -5.287 -2.088 -4.648  0.069
80 H -6.376 -0.828 -4.526  0.074
81 H -5.502 -1.313 -3.013  0.076
82 H -4.110 -0.240 -5.442  0.137
83 H -4.828 0.936 -2.699  0.124
84 H -5.510 1.394 -4.228  0.119
85 H -4.949 3.768 -3.873  0.086
86 H -3.299 4.034 -3.581  0.081
87 H -4.215 3.368 -2.330  0.084
88 H -2.352 -0.061 -4.097  0.057
89 H -2.866 -0.646 -2.756  0.066
90 C -9.484 -2.446 4.132  -0.072
91 C -11.023 -2.847 4.143  -0.392
92 C -11.295 -4.334 4.043  -0.204
93 O -10.855 -4.756 2.757  -0.202
94 C -11.248 -6.107 2.435  -0.094
95 N -11.314 -2.260 5.444  0.004
96 H -9.316 -1.372 4.055  0.065
97 H -9.014 -2.780 3.207  0.059
98 H -8.910 -2.875 4.953  0.074
99 H -11.503 -2.265 3.356  0.134
100 H -12.345 -4.626 4.016  0.114
101 H -10.896 -5.001 4.808  0.129
102 H -10.706 -6.786 3.093  0.086
103 H -11.025 -6.347 1.395  0.084
104 H -12.322 -6.291 2.459  0.080
105 H -11.608 -1.300 5.336  0.073
106 H -12.167 -2.725 5.720  0.061
107 C -4.500 -8.192 0.272  -0.067
108 C -3.195 -8.270 1.046  -0.473
109 C -3.451 -8.190 2.598  -0.190
110 O -4.094 -7.025 3.113  -0.185
111 C -4.066 -7.038 4.538  -0.112
112 N -2.454 -9.387 0.555  0.029
113 H -4.935 -9.180 0.422  0.076
114 H -4.369 -8.095 -0.806  0.074
115 H -5.206 -7.512 0.747  0.078
116 H -2.593 -7.382 0.853  0.124
117 H -2.445 -8.317 2.997  0.121
118 H -4.197 -8.960 2.790  0.126
119 H -3.309 -6.419 5.020  0.084
120 H -4.005 -8.052 4.932  0.080
121 H -5.050 -6.697 4.859  0.084
122 H -1.548 -9.276 0.987  0.072
123 H -2.452 -9.611 -0.430  0.078
124 C -7.813 5.249 0.654  -0.094
125 C -7.876 4.081 1.613  -0.383
126 C -7.919 4.504 3.150  -0.151
127 O -6.558 4.713 3.600  -0.194
128 C -6.322 4.607 4.959  -0.151
129 N -9.136 3.426 1.160  0.018
130 H -8.106 4.990 -0.363  0.077
131 H -6.831 5.713 0.746  0.077
132 H -8.504 6.042 0.941  0.075
133 H -6.987 3.467 1.465  0.134
134 H -8.291 3.630 3.684  0.104
135 H -8.572 5.300 3.506  0.123
136 H -5.283 4.888 5.129  0.089
137 H -6.443 3.637 5.441  0.083
138 H -6.949 5.264 5.562  0.083
139 H -9.509 2.994 1.994  0.047
140 H -9.938 4.032 1.056  0.064
141 C 4.958 -5.517 -1.592  -0.068
142 C 6.395 -5.280 -1.218  -0.491
143 C 6.760 -5.380 0.247  -0.193
144 O 6.138 -4.320 1.001  -0.197
145 C 7.011 -3.188 1.211  -0.096
146 N 7.259 -6.161 -1.957  0.040
147 H 4.709 -5.310 -2.633  0.080
148 H 4.314 -5.003 -0.878  0.078
149 H 4.732 -6.578 -1.489  0.078
150 H 6.558 -4.236 -1.486  0.131
151 H 7.844 -5.383 0.363  0.127
152 H 6.256 -6.283 0.592  0.128
153 H 7.309 -3.054 2.251  0.083
154 H 6.375 -2.305 1.147  0.074
155 H 7.696 -3.014 0.381  0.091
156 H 6.756 -6.420 -2.793  0.067
157 H 7.384 -6.983 -1.384  0.070
158 C 1.930 -4.674 6.677  -0.076
159 C 3.082 -4.389 5.735  -0.384
160 O 3.014 -5.055 4.559  -0.060
161 H 0.967 -4.293 6.337  0.072
162 H 1.964 -3.969 7.507  0.068
163 H 1.874 -5.654 7.152  0.075
164 H 4.075 -4.484 6.174  0.106
165 H 3.161 -3.345 5.432  0.108
166 H 3.624 -4.721 3.897  0.090
167 C -0.950 5.603 1.914  -0.073
168 C 0.197 6.664 1.581  -0.319
169 O 1.481 6.150 1.471  -0.078
170 H -0.677 5.142 2.863  0.060
171 H -1.060 4.863 1.121  0.060
172 H -1.951 6.001 2.078  0.060
173 H 0.195 7.463 2.322  0.108
174 H -0.057 7.025 0.585  0.099
175 H 1.598 5.618 0.680  0.084
176 C 5.286 3.716 6.207  -0.088
177 C 4.235 3.973 5.093  -0.336
178 O 3.512 5.116 5.431  -0.065
179 H 4.839 3.968 7.168  0.070
180 H 6.144 4.388 6.181  0.060
181 H 5.715 2.715 6.160  0.068
182 H 3.660 3.047 5.090  0.101
183 H 4.745 4.058 4.133  0.107
184 H 3.072 5.453 4.647  0.081
185 C -0.076 -7.326 -4.589  -0.076
186 C -0.827 -6.051 -4.117  -0.337
187 O -1.460 -5.482 -5.240  -0.083
188 H 0.717 -7.641 -3.912  0.066
189 H 0.392 -6.885 -5.469  0.071
190 H -0.767 -8.142 -4.803  0.070
191 H -0.063 -5.315 -3.865  0.102
192 H -1.462 -6.215 -3.247  0.104
193 H -1.860 -4.683 -4.890  0.080